# 1
Formula: C4H7NO
Source: OMol25
Level of theory: the ωB97M-V functional and the def2-TZVPD basis

Last column: Mulliken charge in e.
Positions of all 13 atoms, in Å:
C1 2.17513 0.47182 0.03274  -0.89
C2 0.77052 0.36609 0.47923  0.01
N1 0.05199 -0.44767 -0.16180  -0.45
C3 -1.28052 0.05464 -0.35741  -0.45
C4 -2.09717 -1.13954 -0.01779  0.06
O1 -2.83922 -1.18008 0.93130  -0.47
H1 2.86394 -0.00267 0.72121  0.26
H2 2.40359 1.53579 -0.08589  0.27
H3 2.20689 -0.00949 -0.94981  0.29
H4 0.34063 1.09094 1.18884  0.36
H5 -1.55106 0.93105 0.24971  0.40
H6 -1.23697 0.35613 -1.41504  0.28
H7 -1.80774 -2.02701 -0.61529  0.32

Summary:
**Total charge**: 0
**ΔE to the lowest compared entry with this formula, charge and spin**: 234.3 kJ/mol
**HOMO**: -9.334 eV
**Molar mass**: 85.11 g mol⁻¹

# 2
Formula: C4H7NO
Source: OMol25
Level of theory: the ωB97M-V functional and the def2-TZVPD basis

Last column: Mulliken charge in e.
Positions of all 13 atoms, in Å:
C1 -1.13763 1.54147 -0.64783  -0.62
O1 0.15950 0.94276 -0.81178  -0.38
C2 0.38416 -0.41305 -0.43927  0.41
C3 1.43295 -0.92394 0.69658  -1.26
C4 -0.72868 -0.95182 0.31425  0.29
N1 -1.46668 -1.14420 1.18280  -0.51
H1 -1.76111 0.98254 0.05317  0.34
H2 -1.68685 1.61914 -1.59993  0.23
H3 -0.98751 2.55176 -0.25745  0.22
H4 0.73797 -0.90460 -1.35169  0.22
H5 2.42636 -0.59758 0.43348  0.36
H6 1.21124 -0.66863 1.74626  0.35
H7 1.41629 -2.03384 0.68141  0.36

Summary:
**Total charge**: 0
**ΔE to the lowest compared entry with this formula, charge and spin**: 255.0 kJ/mol
**HOMO**: -10.262 eV
**Molar mass**: 85.11 g mol⁻¹

# 3
Formula: C4H7NO
Source: OMol25
Level of theory: the ωB97M-V functional and the def2-TZVPD basis

Last column: Mulliken charge in e.
Positions of all 13 atoms, in Å:
C1 1.41922 -1.37718 -0.14070  -1.00
C2 0.66452 -0.19758 -0.02178  0.89
C3 0.72730 1.30373 0.00342  -1.04
N1 -0.76373 -0.62338 0.11800  -0.16
C4 -1.97804 0.13018 -0.02842  0.22
O1 -3.12640 -0.43506 0.00691  -0.55
H1 2.39809 -1.20564 0.11315  0.32
H2 1.00931 -2.38432 0.03011  0.26
H3 1.67188 1.89805 -0.10330  0.33
H4 0.64299 1.36956 1.21534  0.28
H5 -0.04448 1.83954 -0.68547  0.22
H6 -0.86068 -1.60783 -0.01053  0.18
H7 -1.75997 1.28993 -0.49671  0.05

Summary:
**Total charge**: 0
**ΔE to the lowest compared entry with this formula, charge and spin**: 335.8 kJ/mol
**HOMO**: -8.826 eV
**Molar mass**: 85.11 g mol⁻¹

# 4
Formula: C4H7NO2
Source: OMol25
Level of theory: the ωB97M-V functional and the def2-TZVPD basis

Last column: Mulliken charge in e.
Positions of all 14 atoms, in Å:
C1 -1.35523 1.34624 -0.95112  0.02
N1 -0.75292 0.75466 0.06233  -0.14
C2 1.10256 -0.27079 1.27617  -1.36
C3 0.44242 -0.06007 -0.09815  0.28
C4 0.13275 -1.40396 -0.76457  -0.49
O1 -1.00911 -1.96952 -0.55707  -0.73
O2 -2.48312 1.82667 -0.92094  -0.66
H1 -0.73009 1.44071 -1.83960  0.35
H2 -1.28049 0.65896 0.91796  0.21
H3 0.66953 0.43048 2.01945  0.39
H4 2.17394 -0.05609 1.27859  0.29
H5 1.03412 -1.27947 1.67758  0.31
H6 1.13816 0.48444 -0.74590  0.16
H7 0.91749 -1.90226 -1.35471  0.36

Summary:
**Total charge**: -1
**2S+1**: 2
**ΔE to the lowest compared entry with this formula, charge and spin**: 52.1 kJ/mol
**⟨S²⟩**: 0.754
**HOMO (spin up / spin down)**: -0.001 / -3.460 eV
**Molar mass**: 101.10 g mol⁻¹

# 5
Formula: C4H7NO2
Source: OMol25
Level of theory: the ωB97M-V functional and the def2-TZVPD basis

Last column: Mulliken charge in e.
Positions of all 14 atoms, in Å:
O1 0.91710 0.70525 1.72836  -0.54
C1 1.38939 0.29862 0.70150  0.44
C2 1.82355 -0.78348 -0.18644  -0.23
N1 2.00017 0.69101 -0.44757  -0.40
H1 1.13479 -1.27612 -0.86704  0.24
H2 2.68913 -1.36482 0.13216  0.25
H3 2.91002 1.13816 -0.46197  0.24
C3 -1.81142 0.73392 -0.12377  -0.99
C4 -1.85931 -0.76459 -0.04548  0.21
O2 -1.17633 -1.51117 -0.70965  -0.48
H4 -1.58936 1.14718 0.86646  0.26
H5 -2.79315 1.11409 -0.43168  0.36
H6 -1.04730 1.05262 -0.83742  0.28
H7 -2.58726 -1.18069 0.68253  0.34

Summary:
**Total charge**: 0
**ΔE to the lowest compared entry with this formula, charge and spin**: 265.2 kJ/mol
**HOMO**: -9.758 eV
**Molar mass**: 101.10 g mol⁻¹

# 6
Formula: C4H7NO2
Source: OMol25
Level of theory: the ωB97M-V functional and the def2-TZVPD basis

Last column: Mulliken charge in e.
Positions of all 14 atoms, in Å:
C1 -1.09975 0.61670 -0.95042  -0.35
C2 -1.87815 -0.41059 -0.63498  -0.21
O1 -1.66491 -1.18726 0.48911  -0.38
C3 -0.51215 -0.93426 1.16376  0.02
N1 0.32038 -0.00776 0.97183  -0.52
C4 0.06391 0.98731 -0.07097  -0.23
H1 -1.29742 1.17763 -1.85710  0.34
H2 -2.72631 -0.77124 -1.20541  0.39
H3 -0.36443 -1.67623 1.94527  0.40
H4 -0.10427 1.95538 0.42148  0.24
H5 0.99398 1.09045 -0.64214  0.30
O2 3.05582 -0.01517 0.08280  -0.68
H6 2.35131 -0.03853 0.75326  0.40
H7 2.86200 -0.78645 -0.46650  0.30

Summary:
**Total charge**: 0
**ΔE to the lowest compared entry with this formula, charge and spin**: 172.9 kJ/mol
**HOMO**: -9.231 eV
**Molar mass**: 101.10 g mol⁻¹

# 7
Formula: C4H7NO2
Source: OMol25
Level of theory: the ωB97M-V functional and the def2-TZVPD basis

Last column: Mulliken charge in e.
Positions of all 14 atoms, in Å:
C1 -2.04283 -0.85743 0.20872  -1.19
C2 -0.54928 -0.64759 0.15918  0.96
O1 0.23725 -1.56645 0.16874  -0.52
C3 -0.04265 0.79717 0.06533  -0.82
N1 1.37558 0.90429 0.28481  -0.19
C4 2.24927 0.34876 -0.61794  0.11
O2 3.39668 0.05853 -0.37231  -0.54
H1 -2.49187 -0.27846 1.02308  0.33
H2 -2.24772 -1.91955 0.35184  0.32
H3 -2.50606 -0.52121 -0.72636  0.30
H4 -0.58014 1.43941 0.77172  0.37
H5 -0.29009 1.18045 -0.93486  0.30
H6 1.69479 0.81898 1.24196  0.25
H7 1.79707 0.24309 -1.62390  0.31

Summary:
**Total charge**: 0
**ΔE to the lowest compared entry with this formula, charge and spin**: 66.6 kJ/mol
**HOMO**: -9.709 eV
**Molar mass**: 101.10 g mol⁻¹

# 8
Formula: C4H7NO2
Source: OMol25
Level of theory: the ωB97M-V functional and the def2-TZVPD basis

Last column: Mulliken charge in e.
Positions of all 14 atoms, in Å:
C1 -0.88942 1.71948 -1.04384  -0.72
N1 -1.32578 0.42227 -0.53930  -0.54
C2 -0.40869 -0.39865 -0.29060  0.63
C3 -0.44427 -1.60153 0.62732  -0.23
O1 0.82474 -1.50922 1.27628  -0.37
C4 1.50980 -0.41541 0.70602  -0.16
O2 0.92755 -0.18355 -0.55521  -0.38
H1 -0.95182 1.76810 -2.13320  0.28
H2 -1.55204 2.48394 -0.63012  0.28
H3 0.14770 1.94148 -0.75926  0.26
H4 -0.50423 -2.56228 0.10375  0.21
H5 -1.26788 -1.52158 1.34262  0.24
H6 2.57139 -0.63792 0.58795  0.21
H7 1.36295 0.49487 1.30758  0.28

Summary:
**Total charge**: 0
**ΔE to the lowest compared entry with this formula, charge and spin**: 201.0 kJ/mol
**HOMO**: -10.060 eV
**Molar mass**: 101.10 g mol⁻¹

# 9
Formula: C4H7NO2
Source: OMol25
Level of theory: the ωB97M-V functional and the def2-TZVPD basis

Last column: Mulliken charge in e.
Positions of all 14 atoms, in Å:
O1 -1.78210 -0.08989 -1.29015  -0.58
C1 -1.03504 0.08277 -0.35418  0.81
C2 -0.34571 1.32109 0.13646  -0.62
N1 0.73484 1.04854 0.75593  -0.43
C3 0.93114 -0.41165 0.79094  -0.48
C4 -0.47234 -0.97231 0.56400  0.14
O2 -0.58839 -2.27744 0.11426  -0.53
H1 -0.55144 2.32442 -0.22888  0.49
H2 1.41938 -0.70517 1.72223  0.31
H3 1.59187 -0.70201 -0.04321  0.28
H4 -1.02325 -0.77301 1.49873  0.23
H5 -1.32683 -2.27311 -0.51536  0.35
H6 1.43448 1.73504 -1.27146  -0.02
H7 1.01339 1.69274 -1.87931  0.05

Summary:
**Total charge**: 0
**ΔE to the lowest compared entry with this formula, charge and spin**: 284.7 kJ/mol
**HOMO**: -9.946 eV
**Molar mass**: 101.10 g mol⁻¹